This record from the Open Molecules 2025 dataset describes a cluster of 15 separate species, C29H44Br2Cl42F2N2O2P in total in a non-equilibrium geometry. The level of theory is wB97M-V/def2-TZVPD.

XYZ file:
```
124
Properties=species:S:1:pos:R:3
C -3.28429 -0.25888 -5.21174
C -2.16287 0.33586 -4.39482
C -1.20445 -0.69975 -3.77872
F -1.72200 -1.93648 -3.99523
N -0.92110 -0.61586 -2.28698
C -2.18592 -0.31314 -1.51057
C -3.52200 -1.00068 -1.81741
C -4.23022 -1.35699 -0.52518
F -4.33763 -0.08549 -2.47671
C 0.11748 0.49159 -1.94117
Br 0.32948 1.81567 -3.43307
C -0.22733 1.48097 -0.80560
C -0.24156 1.16376 0.70307
C -0.92000 2.35171 1.37697
Br 1.54266 1.07409 1.51831
C 1.60971 0.00525 -1.79008
N 2.31336 -0.23215 -3.05186
O 1.79040 -1.09644 -0.94574
C 0.61885 -1.80955 -0.65240
C -0.29274 -1.94881 -1.85724
O 0.46304 -2.44706 -2.90465
P -1.48523 -3.36324 -1.42810
C -1.75110 -3.48220 0.38913
C -0.64042 -4.91958 -1.85382
H -3.94758 -0.88285 -4.64158
H -2.89281 -0.80530 -6.05023
H -3.83301 0.57082 -5.61348
H -1.58627 0.89888 -5.09937
H -2.57420 1.07004 -3.71874
H -0.29201 -0.72441 -4.33361
H -2.44392 0.71375 -1.64291
H -1.95634 -0.52490 -0.48838
H -3.50142 -1.88844 -2.42652
H -3.85993 -0.79281 0.31615
H -5.26287 -1.09696 -0.62974
H -4.21902 -2.41074 -0.34613
H 0.52150 2.23899 -0.89673
H -1.11947 2.04058 -0.98913
H -0.79427 0.30655 1.04819
H -1.16472 2.04732 2.37836
H -1.84092 2.61372 0.88143
H -0.24737 3.18170 1.46704
H 2.10982 0.84138 -1.33999
H 2.67493 -1.17923 -3.00449
H 3.13949 0.35197 -3.08375
H 0.94229 -2.81733 -0.44686
H 0.11474 -1.50454 0.25852
H 1.25219 -2.89084 -2.55073
H -0.83250 -3.72889 0.90863
H -2.42937 -4.29536 0.54904
H -2.11021 -2.57355 0.83198
H -0.93276 -5.62335 -1.09271
H -0.98900 -5.29241 -2.79511
H 0.43870 -4.85676 -1.83177
C 4.53000 -2.00468 2.50141
Cl 3.96951 -3.44999 3.33914
Cl 6.26511 -2.08862 2.19545
Cl 3.64191 -1.77431 0.99353
H 4.34177 -1.15033 3.13745
C -4.40847 1.22058 3.48715
Cl -3.84998 2.86038 3.79231
Cl -3.16673 0.29443 2.61886
Cl -4.84239 0.40987 4.98455
H -5.28704 1.27143 2.85897
C -6.44967 -4.41327 -1.65717
Cl -4.95760 -5.06826 -0.96970
Cl -7.14651 -3.19277 -0.59867
Cl -6.15295 -3.74684 -3.26235
H -7.14889 -5.22758 -1.75367
C 1.61809 6.49597 1.70469
Cl -0.11523 6.83521 1.71254
Cl 2.41479 7.22107 3.09259
Cl 1.91139 4.75204 1.67261
H 2.04129 6.92370 0.80627
C 1.71005 -8.43665 -1.98969
Cl 2.72157 -7.04806 -1.56355
Cl 0.96449 -9.12116 -0.55122
Cl 0.48335 -7.97580 -3.17247
H 2.34416 -9.18998 -2.43610
C 9.74996 -2.87179 2.99939
Cl 10.51017 -1.31205 3.30230
Cl 10.79851 -3.90158 2.02258
Cl 9.31950 -3.66711 4.51234
H 8.83842 -2.70524 2.44149
C -11.25076 -5.00001 -0.91145
Cl -11.37494 -4.37984 0.73132
Cl -11.73395 -3.78131 -2.08557
Cl -9.60373 -5.56070 -1.23978
H -11.91523 -5.84718 -1.00670
C 6.02315 5.52779 3.68018
Cl 5.66586 6.24691 2.11156
Cl 5.65393 3.79949 3.67382
Cl 7.70009 5.80981 4.13362
H 5.39138 6.00332 4.41651
C -3.91840 -2.29776 7.44945
Cl -4.00712 -4.02641 7.78159
Cl -5.29198 -1.44879 8.16125
Cl -2.39574 -1.62321 8.02805
H -3.95880 -2.15985 6.37781
C 4.45185 9.83530 5.58073
Cl 4.10804 10.52246 3.99808
Cl 4.05619 8.11025 5.61057
Cl 6.13517 10.09499 6.02822
H 3.82534 10.33320 6.30686
C 10.71667 -0.46123 -0.94831
Cl 9.34264 -0.52167 0.15869
Cl 10.29001 0.40120 -2.42647
Cl 12.10967 0.28093 -0.16853
H 10.97838 -1.47618 -1.21292
C 3.30113 -4.48752 -3.67270
Cl 3.27830 -3.81101 -2.03005
Cl 2.72644 -3.29030 -4.83152
Cl 4.91286 -5.04935 -4.07989
H 2.62705 -5.33388 -3.69391
C -5.58790 3.23278 -6.60431
Cl -4.94615 4.81234 -6.16182
Cl -4.48702 2.39817 -7.70283
Cl -5.90891 2.26314 -5.16145
H -6.52529 3.38196 -7.12155
C 0.56045 12.37796 5.59256
Cl 1.41880 12.93338 4.15945
Cl -0.92582 11.54259 5.15008
Cl 1.59003 11.32817 6.57698
H 0.29991 13.24180 6.18764
```

Results
E_HOMO ... -10.8 eV
Total charge ... +1
Energy relative to the best compared isomer or geometry (same formula, charge and spin) ... 0.0000 eV
E_tot ... -26408.1769 hartree